Entry 1:
128
Properties=species:S:1:pos:R:3:forces:R:3 method="wB97M-V/def2-TZVPD" charge=+1 spin_multiplicity=1
C 7.345 -2.121 -0.558 0.53 0.36 -0.20
C 7.392 -0.693 -1.082 -0.43 -0.11 0.16
C 8.397 0.192 -0.365 0.21 -0.20 -0.26
C 8.594 1.528 -1.066 -0.04 0.20 0.18
C 7.601 2.644 -0.682 -0.18 -0.07 -0.11
C 6.549 2.297 0.365 -0.27 0.14 0.10
C 5.207 2.985 0.132 0.46 -0.16 0.01
C 4.276 2.855 1.335 -0.30 0.58 -0.26
C 2.892 2.292 1.060 1.72 3.65 -2.78
C 1.988 3.092 0.134 0.14 0.00 -0.31
C 2.225 2.936 -1.385 -0.56 0.06 0.23
C 0.938 2.646 -2.188 0.39 0.20 -0.25
C 0.897 1.246 -2.795 -0.60 -0.28 0.34
P 1.265 -0.063 -1.602 -0.71 3.29 -1.55
C -0.136 -1.199 -1.356 -1.15 0.71 0.95
O -1.014 -0.463 -0.565 -0.58 0.19 -0.24
C -1.434 -1.092 0.659 -0.07 0.07 -0.16
H 8.366 -2.465 -0.429 0.12 -0.29 0.14
H 6.851 -2.165 0.405 -0.13 -0.20 0.18
H 6.874 -2.784 -1.276 -0.30 -0.19 0.06
H 7.638 -0.698 -2.141 0.06 -0.01 -0.21
H 6.386 -0.276 -0.998 -0.13 0.23 -0.18
H 9.341 -0.348 -0.372 0.21 -0.05 0.09
H 8.120 0.329 0.678 0.07 -0.07 0.18
H 9.603 1.894 -0.908 0.21 -0.02 0.13
H 8.521 1.340 -2.133 0.04 0.04 -0.23
H 7.098 2.984 -1.584 -0.17 0.04 -0.16
H 8.138 3.513 -0.315 0.18 0.17 -0.02
H 6.901 2.566 1.357 0.16 -0.04 0.21
H 6.338 1.230 0.388 0.04 -0.12 0.09
H 4.791 2.515 -0.753 -0.24 0.01 -0.20
H 5.375 4.031 -0.117 -0.06 0.17 -0.04
H 4.738 2.241 2.101 0.23 -0.16 0.10
H 4.145 3.840 1.780 0.03 0.17 0.21
H 3.015 1.267 0.704 0.56 1.30 -1.16
H 2.389 2.216 2.021 0.55 2.73 -1.31
H 0.963 2.785 0.338 -0.30 -0.05 0.10
H 2.031 4.143 0.399 -0.03 0.28 0.09
H 2.939 2.139 -1.581 0.28 -0.12 0.00
H 2.661 3.848 -1.768 0.29 0.10 -0.12
H 0.051 2.818 -1.590 -0.17 0.04 0.14
H 0.895 3.321 -3.035 -0.20 0.22 -0.10
H 1.619 1.146 -3.599 0.21 -0.06 -0.10
H -0.081 1.016 -3.209 -0.21 0.11 -0.19
H 2.422 -0.744 -1.974 -0.19 2.07 -1.25
H 1.538 0.493 -0.360 -0.68 0.84 -0.64
H 0.208 -2.124 -0.900 -0.78 0.29 0.33
H -0.565 -1.414 -2.334 -0.11 -0.18 -0.31
H -2.374 -0.637 0.938 -0.18 0.13 0.04
H -1.581 -2.158 0.521 0.05 -0.23 -0.08
H -0.714 -0.886 1.444 -0.11 -0.53 -0.22
N -7.430 0.341 -0.098 -0.01 0.00 0.00
C -6.179 0.688 -0.388 0.02 0.07 0.01
C -5.141 -0.224 -0.503 0.07 -0.04 0.03
C -5.417 -1.568 -0.302 0.02 0.01 -0.01
C -6.716 -1.944 -0.001 0.03 0.02 0.01
C -7.682 -0.953 0.089 -0.06 0.01 0.01
H -6.003 1.748 -0.536 0.03 -0.01 -0.02
H -4.142 0.117 -0.739 0.00 0.01 -0.01
H -4.634 -2.312 -0.382 0.00 -0.01 -0.01
H -6.981 -2.981 0.156 -0.02 0.00 0.01
H -8.713 -1.205 0.312 0.02 -0.05 0.01
N -11.419 -0.105 -2.379 -0.01 0.00 -0.01
C -11.838 -0.463 -3.590 -0.05 0.00 -0.01
C -10.988 -0.680 -4.664 0.01 0.00 0.00
C -9.626 -0.517 -4.471 0.00 -0.01 -0.01
C -9.174 -0.146 -3.216 0.03 0.00 -0.01
C -10.107 0.048 -2.209 -0.04 0.03 0.08
H -12.911 -0.579 -3.702 0.01 -0.01 -0.03
H -11.388 -0.969 -5.627 -0.02 0.00 0.00
H -8.930 -0.675 -5.285 0.00 0.00 -0.01
H -8.120 -0.002 -3.016 0.00 0.03 0.01
H -9.790 0.346 -1.217 0.04 0.05 -0.03
N 3.987 -3.493 0.469 -0.10 0.10 -0.15
C 3.684 -2.199 0.505 -0.05 -0.20 0.22
C 2.769 -1.603 -0.353 0.91 -0.98 1.22
C 2.142 -2.397 -1.301 1.16 -2.70 -0.19
C 2.452 -3.745 -1.355 -0.08 0.04 0.12
C 3.377 -4.241 -0.447 0.15 -0.17 0.16
H 4.196 -1.613 1.260 -0.06 0.08 -0.04
H 2.557 -0.544 -0.259 1.49 -1.34 1.11
H 1.415 -1.976 -1.988 1.47 -2.22 -0.34
H 1.988 -4.403 -2.076 0.01 0.01 -0.02
H 3.646 -5.292 -0.453 0.01 0.02 -0.05
N -7.676 3.844 -3.078 0.04 0.00 0.01
C -8.060 4.867 -3.838 0.03 0.01 -0.05
C -9.185 5.635 -3.581 0.00 0.00 0.01
C -9.957 5.324 -2.473 -0.01 0.01 0.00
C -9.571 4.262 -1.672 -0.01 0.02 -0.01
C -8.427 3.559 -2.017 0.07 -0.14 0.04
H -7.433 5.079 -4.698 -0.02 0.03 -0.01
H -9.449 6.455 -4.235 0.01 0.00 -0.01
H -10.845 5.897 -2.240 0.00 0.00 0.00
H -10.144 3.978 -0.800 0.00 -0.02 0.01
H -8.096 2.717 -1.418 -0.09 0.00 0.04
N 7.913 -5.315 1.420 0.01 0.00 -0.02
C 6.593 -5.375 1.581 0.06 0.03 0.00
C 5.904 -6.555 1.819 0.00 0.00 -0.02
C 6.622 -7.738 1.894 -0.01 -0.03 0.00
C 7.996 -7.690 1.727 -0.03 -0.01 0.00
C 8.590 -6.458 1.495 0.07 0.02 -0.01
H 6.061 -4.436 1.509 -0.05 0.00 0.01
H 4.829 -6.542 1.946 -0.01 0.01 0.02
H 6.121 -8.679 2.080 0.00 0.00 0.00
H 8.599 -8.586 1.778 0.01 0.00 0.00
H 9.664 -6.381 1.362 -0.01 -0.03 0.00
N -3.256 0.333 3.038 0.18 0.00 0.01
C -4.463 -0.055 3.447 -0.10 -0.10 -0.15
C -4.863 -0.037 4.775 0.03 0.03 -0.02
C -3.963 0.406 5.730 0.03 -0.03 0.11
C -2.704 0.814 5.319 -0.33 -0.10 0.02
C -2.403 0.758 3.968 -1.39 0.91 1.24
H -5.141 -0.390 2.670 -0.02 -0.01 0.03
H -5.858 -0.360 5.049 -0.01 0.00 -0.02
H -4.239 0.437 6.776 -0.02 -0.01 0.01
H -1.971 1.172 6.029 -0.07 0.07 0.05
H -1.429 1.076 3.608 -2.82 1.43 2.06
N 2.241 0.743 2.117 -2.51 -6.98 4.04
C 0.928 0.598 1.958 0.00 -0.55 0.29
C 0.024 0.540 3.005 2.02 -0.30 -1.07
C 0.513 0.635 4.299 -0.19 -0.02 -0.01
C 1.877 0.783 4.484 0.33 0.29 -0.35
C 2.695 0.832 3.365 0.06 -1.08 1.39
H 0.580 0.518 0.930 -0.18 0.01 0.52
H -1.034 0.420 2.812 1.98 -1.21 -1.72
H -0.158 0.591 5.147 0.11 -0.05 -0.04
H 2.303 0.858 5.474 0.03 -0.03 0.01
H 3.768 0.949 3.471 -0.02 -0.12 0.08

---

Entry 2:
62
Properties=species:S:1:pos:R:3:forces:R:3 method="wB97M-V/def2-TZVPD" charge=0 spin_multiplicity=1 relative_energy_kcal_mol=26.78
Pt 0.801 0.470 0.983 0.56 -0.28 -0.54
O -1.918 -0.093 2.378 0.00 0.01 -0.11
C -1.043 0.092 3.183 0.14 0.04 0.22
C -1.174 0.132 4.693 0.01 0.01 -0.03
C 0.217 0.513 5.196 0.02 0.01 -0.04
C 1.085 0.617 3.952 -0.05 -0.02 0.17
O 2.258 0.897 3.931 0.00 0.02 -0.03
N 0.287 0.337 2.861 -0.31 -0.23 -0.16
H -1.508 -0.846 5.036 0.00 -0.01 -0.01
H -1.947 0.853 4.953 -0.01 0.00 0.00
H 0.663 -0.222 5.865 0.00 -0.01 -0.01
H 0.245 1.476 5.704 0.00 0.00 0.00
C 0.824 -5.433 0.304 -0.02 0.04 -0.01
Si -0.595 -4.235 0.083 -0.03 0.02 0.00
C -1.215 -4.272 -1.682 0.02 -0.02 0.05
C -1.979 -4.612 1.283 0.03 -0.02 -0.05
C 0.006 -2.535 0.439 0.02 -0.03 -0.04
C 0.385 -1.408 0.673 0.10 0.12 0.10
H 0.511 -6.454 0.072 0.00 0.00 0.00
H 1.193 -5.417 1.331 0.00 0.01 -0.01
H 1.655 -5.175 -0.356 0.00 -0.01 0.00
H -1.465 -5.290 -1.989 -0.01 0.01 0.00
H -0.456 -3.887 -2.366 0.00 -0.01 0.00
H -2.110 -3.655 -1.791 0.01 0.01 0.00
H -2.407 -5.600 1.095 0.00 0.01 0.00
H -2.774 -3.870 1.191 0.00 0.00 0.00
H -1.617 -4.590 2.312 0.00 0.00 -0.01
C -2.559 2.269 -2.544 0.01 0.00 0.02
C -1.993 2.644 -1.184 -0.08 0.06 0.01
C -2.682 1.881 -0.067 0.01 -0.01 0.01
C -2.071 4.146 -0.956 0.02 -0.03 0.01
O -0.608 2.169 -1.226 0.07 0.07 -0.01
P 0.674 2.830 -0.533 -0.83 0.26 0.26
O 0.927 4.218 -0.900 0.46 -0.14 -0.30
O 0.610 2.503 0.979 0.16 0.17 0.30
O 1.718 1.644 -0.956 -0.12 -0.22 0.19
C 2.071 1.232 -2.334 0.00 -0.14 -0.21
C 1.280 -0.031 -2.630 0.02 0.03 0.02
C 1.754 2.342 -3.325 0.01 0.02 0.06
C 3.569 0.964 -2.297 -0.04 0.02 0.06
H -3.626 2.491 -2.581 0.00 0.01 0.00
H -2.420 1.202 -2.727 -0.01 0.01 0.00
H -2.060 2.832 -3.334 0.00 -0.01 0.00
H -3.730 2.177 0.001 -0.01 0.00 -0.01
H -2.207 2.088 0.892 -0.01 0.01 -0.02
H -2.638 0.806 -0.246 0.02 0.00 0.03
H -3.118 4.451 -0.992 -0.01 -0.02 0.00
H -1.515 4.692 -1.716 0.01 0.01 0.01
H -1.670 4.419 0.022 0.00 0.01 -0.01
H 0.212 0.184 -2.646 0.00 -0.01 0.01
H 1.474 -0.794 -1.871 -0.02 0.01 -0.02
H 1.575 -0.435 -3.599 0.01 0.02 -0.01
H 0.688 2.558 -3.351 0.01 0.01 0.00
H 2.060 2.009 -4.317 0.01 -0.01 0.00
H 2.291 3.256 -3.077 -0.01 0.00 0.00
H 3.797 0.066 -1.721 0.02 0.00 0.00
H 4.090 1.814 -1.856 0.02 0.00 -0.03
H 3.943 0.813 -3.309 -0.01 -0.02 -0.01
Cl 3.244 -1.769 1.555 -0.08 0.02 0.04
C 2.766 -0.134 1.213 0.00 0.25 0.14
H 3.164 0.178 0.256 -0.04 -0.06 -0.04
H 3.067 0.495 2.043 -0.04 0.04 0.00

---

We obtain calculated total energy values of -74718.4901, -65914.8562 eV for the records listed above, in that order.
We obtain gap between HOMO and LUMO values of 0.2867, 0.2934 Ha for the records listed above, in that order.